[1]
Density functional theory data (ωB97M-V/def2-TZVPD) for C46H36N8O2Ru as an isolated structure.

molar mass	833.9	g mol⁻¹
electronic energy	-2457.5770	a.u.
relative energy (zero: lowest compared OMol25 entry of this formula, charge and spin)	0.000	eV
⟨S²⟩	8.80
2S+1	6
total charge	+1
orbital gap (alpha / beta)	5.27 / 4.43	eV
HOMO energy (alpha / beta)	-7.8620 / -9.5848	eV

CARTESIAN COORDINATES (ANGSTROEM)
1 N 1.336 -1.852 0.041
2 C -0.115 -0.913 2.615
3 H 3.862 0.240 -6.368
4 O -3.365 -4.701 -3.210
5 C 2.749 0.157 -2.696
6 H -1.112 6.144 1.650
7 H 5.760 0.656 -1.453
8 C -0.433 4.177 1.515
9 H -1.111 -2.859 2.550
10 H -3.000 1.285 -3.697
11 C 4.547 0.315 -4.247
12 C -2.692 4.804 1.063
13 C -0.556 3.427 -2.985
14 H 1.531 -2.619 5.791
15 C -2.057 1.625 -3.300
16 C 1.279 -0.694 4.661
17 C -3.322 -0.652 3.153
18 C 4.168 0.802 0.704
19 C 2.312 -0.078 -5.014
20 C 4.112 0.284 -2.939
21 C 3.012 -3.450 0.857
22 H -2.247 -0.272 0.015
23 H -1.194 -4.338 -1.748
24 N -0.274 1.359 -1.723
25 O -4.738 -3.055 -2.320
26 C -5.466 -1.627 3.197
27 H 3.171 -5.400 -0.144
28 H 3.430 3.197 0.770
29 N 0.553 2.167 0.910
30 C 0.248 -2.785 4.091
31 C -0.312 -2.478 -1.416
32 C 1.448 -4.194 -0.818
33 C -2.455 -2.724 -2.588
34 C 0.129 2.587 -2.110
35 C -1.298 -3.268 -1.977
36 C -0.696 2.879 0.987
37 C -4.444 -1.005 3.875
38 H 2.498 -1.564 1.733
39 C 3.746 0.525 -0.733
40 C 1.845 -0.076 -3.715
41 H 0.904 -4.894 -1.422
42 C 3.632 0.151 -5.311
43 C -3.677 -3.564 -2.761
44 H 0.782 -0.188 -3.538
45 C -1.390 -0.590 -2.268
46 C -2.429 -1.337 -2.781
47 C -3.000 3.480 0.706
48 N 3.112 1.229 1.546
49 H -3.971 3.172 0.424
50 H -2.339 3.556 -4.173
51 H 5.543 0.607 -4.515
52 C -0.420 -2.205 3.046
53 H -2.560 -0.092 3.753
54 H 0.813 0.939 3.318
55 C -1.946 -0.532 1.040
56 N -0.360 -1.113 -1.490
57 H 1.496 5.104 1.919
58 C 2.634 -4.406 -0.054
59 C -3.112 -0.930 1.824
60 H 1.586 -0.213 -5.841
61 C -0.632 -0.452 1.347
62 H 4.625 -0.138 1.072
63 H -6.410 -1.939 3.715
64 H 5.026 1.512 0.535
65 N 2.518 0.359 -1.271
66 C 2.313 -2.238 0.910
67 H 3.115 0.830 2.481
68 H 1.056 2.986 -1.683
69 C -1.302 0.825 -2.390
70 C 1.443 2.996 1.366
71 H -3.242 -0.871 -3.302
72 C -1.995 2.506 0.589
73 N 4.751 0.507 -1.685
74 Ru 0.540 0.087 -0.180
75 H -0.183 4.457 -3.092
76 C -1.395 5.152 1.509
77 H 3.230 3.118 2.539
78 C -1.730 2.948 -3.564
79 C -4.229 -1.538 1.111
80 H -3.507 5.547 1.080
81 H 1.769 -0.088 5.451
82 C 0.718 -0.126 3.563
83 C -5.352 -1.881 1.810
84 N 0.971 4.287 1.623
85 H -4.218 -1.721 0.037
86 H 0.084 -3.836 4.289
87 C 1.094 -2.058 4.921
88 C 2.868 2.645 1.569
89 H -4.495 -0.832 4.943
90 C 0.903 -2.898 -0.734
91 H -6.163 -2.410 1.271
92 H -2.236 1.554 0.202
93 H 3.919 -3.491 1.575


[2]
Density functional theory data (ωB97M-V/def2-TZVPD) for C46H37As2ClCoN3O2Se as an isolated structure.

molar mass	987.0	g mol⁻¹
electronic energy	-10805.5878	a.u.
relative energy (zero: lowest compared OMol25 entry of this formula, charge and spin)	0.000	eV
⟨S²⟩	6.05
2S+1	5
orbital gap (alpha / beta)	6.79 / 5.69	eV
HOMO energy (alpha / beta)	-8.1437 / -8.1425	eV

CARTESIAN COORDINATES (ANGSTROEM)
1 C 17.724 12.871 17.950
2 C 24.991 12.040 12.077
3 C 18.165 13.674 15.723
4 As 18.822 12.170 13.359
5 H 21.555 14.718 12.819
6 H 14.175 9.054 11.976
7 C 16.244 18.605 11.430
8 H 17.838 7.507 11.716
9 H 20.971 10.242 14.536
10 C 15.880 17.277 11.554
11 C 17.789 13.918 17.058
12 C 24.350 14.547 11.015
13 C 21.043 12.296 9.522
14 H 14.706 8.389 9.708
15 As 21.572 14.041 10.397
16 C 18.402 17.995 10.571
17 C 18.059 16.652 10.628
18 H 18.036 10.737 18.201
19 N 15.009 14.752 11.057
20 N 16.249 15.043 10.676
21 C 23.735 12.232 11.492
22 O 15.273 12.584 8.141
23 H 21.225 12.781 14.042
24 C 20.338 9.653 13.870
25 O 16.604 12.439 10.616
26 C 14.437 9.847 11.262
27 H 20.074 9.002 7.704
28 C 19.713 11.945 9.401
29 C 23.404 13.501 11.002
30 H 18.766 15.867 10.306
31 C 18.080 12.667 6.497
32 Cl 8.519 13.418 11.100
33 H 26.412 15.075 11.509
34 C 18.503 11.328 16.236
35 H 18.141 14.488 14.989
36 Se 18.426 14.364 7.297
37 H 25.178 11.082 12.583
38 H 18.280 10.503 8.728
39 C 20.301 9.950 8.172
40 C 18.069 11.583 17.529
41 H 17.706 20.061 10.857
42 C 25.976 13.039 12.022
43 H 17.423 13.053 18.987
44 C 19.194 10.248 13.281
45 N 18.017 11.618 5.947
46 H 19.406 18.254 10.267
47 H 23.020 11.400 11.422
48 H 17.589 14.936 17.395
49 H 14.577 11.384 12.672
50 H 24.116 15.525 10.614
51 C 18.550 8.112 12.290
52 H 14.928 17.001 11.957
53 H 23.052 11.937 8.847
54 C 10.242 13.616 10.913
55 H 18.952 12.535 9.878
56 C 14.471 13.590 10.854
57 C 10.894 13.047 9.786
58 C 14.625 9.441 9.916
59 H 17.398 9.981 12.181
60 C 10.958 14.324 11.896
61 C 20.851 14.027 12.303
62 C 12.354 14.386 11.814
63 C 18.274 9.487 12.573
64 C 18.556 12.380 15.312
65 C 13.029 13.618 10.830
66 C 16.739 16.282 11.005
67 C 15.041 11.802 9.099
68 C 14.689 11.109 11.616
69 Co 16.973 13.878 9.168
70 H 15.556 19.381 11.742
71 H 26.941 12.839 12.463
72 C 19.333 10.747 8.796
73 H 19.961 6.503 12.636
74 C 12.296 12.970 9.828
75 C 19.704 7.545 12.831
76 H 12.794 12.445 9.025
77 C 22.026 11.544 8.851
78 H 19.912 14.604 12.223
79 H 18.798 10.302 15.950
80 H 22.416 9.706 7.750
81 H 10.330 12.654 8.952
82 C 21.658 10.321 8.242
83 H 10.350 14.818 12.634
84 C 14.877 10.367 8.907
85 C 15.262 12.158 10.560
86 C 17.463 19.004 10.916
87 H 21.575 7.910 13.858
88 H 14.964 10.025 7.876
89 H 21.163 11.914 12.450
90 C 20.738 12.725 13.055
91 C 25.662 14.301 11.473
92 H 12.870 14.966 12.570
93 C 20.641 8.323 13.579


[3]
Density functional theory data (ωB97M-V/def2-TZVPD) for C46H38Br2FN12O5Ru as an isolated structure.

molar mass	1118.8	g mol⁻¹
electronic energy	-8150.9281	a.u.
⟨S²⟩	6.04
2S+1	5
total charge	+3
orbital gap (alpha / beta)	6.54 / 4.69	eV
HOMO energy (alpha / beta)	-13.7193 / -13.7194	eV

CARTESIAN COORDINATES (ANGSTROEM)
1 C 1.671 1.111 1.229
2 C -3.398 4.374 0.033
3 C 4.123 -1.260 -0.288
4 N 0.307 -1.409 -1.243
5 H 5.187 0.061 4.180
6 C -4.723 -2.979 -1.913
7 H 2.990 0.381 -0.994
8 C 6.865 -4.638 1.883
9 O -1.074 1.810 1.968
10 C -4.146 0.451 -4.226
11 N 2.652 -0.348 3.469
12 H -3.093 3.418 -5.582
13 C -4.687 6.436 0.423
14 C -1.245 6.858 1.876
15 H -7.493 2.100 -5.216
16 O 1.341 1.823 0.256
17 F 4.588 -1.488 -1.533
18 C 3.251 -0.219 -0.138
19 N -6.379 -2.229 -2.998
20 H -2.800 1.518 -2.335
21 H -2.217 1.896 -5.743
22 H -1.289 7.857 2.282
23 Br -5.913 4.433 -1.213
24 H -1.626 -0.734 1.227
25 C -6.570 0.399 -4.314
26 C -6.564 1.639 -4.920
27 H 8.177 -3.797 0.500
28 C -5.369 -1.433 -3.224
29 C -3.469 -5.270 0.747
30 H 6.176 -5.721 -0.467
31 H 0.213 4.409 -2.522
32 C 4.695 -0.568 4.907
33 N -2.103 2.810 -3.895
34 Ru -1.038 2.345 0.064
35 C 6.762 -4.807 -0.572
36 N -0.842 0.311 -0.462
37 C -0.093 6.106 1.945
38 H 7.313 -3.898 2.548
39 H 4.862 -5.142 1.198
40 H -0.015 -3.230 1.328
41 N -5.980 -3.181 -2.191
42 C 3.131 -0.662 2.219
43 H -5.608 6.992 0.324
44 C -2.552 -3.217 -0.862
45 H 3.417 1.100 5.619
46 C 1.103 1.211 2.547
47 C -2.113 2.269 -2.682
48 O -4.275 -1.873 -2.561
49 H 4.927 -3.999 2.527
50 H 0.846 4.257 1.353
51 H 3.515 -0.290 6.774
52 H 5.089 -3.759 -1.396
53 C 3.253 -0.901 4.655
54 C 4.028 -1.719 2.042
55 C -1.018 -0.728 0.343
56 N -1.160 2.843 -1.943
57 C -2.870 2.475 -5.076
58 C 1.635 0.523 3.595
59 H 6.900 -5.613 2.373
60 H 2.872 -1.881 4.926
61 C -0.067 4.845 1.347
62 C -4.147 1.721 -4.790
63 C -2.180 -4.782 0.908
64 H 0.386 -3.658 -0.357
65 H 0.786 6.480 2.443
66 H 0.358 0.425 -2.251
67 H -3.816 -6.072 1.378
68 H 7.358 -4.891 -1.482
69 O -3.339 3.198 -0.370
70 C -5.357 -0.192 -3.956
71 H 4.346 -2.250 2.922
72 C -0.008 -0.157 -1.427
73 C 5.885 -3.559 -0.670
74 C -4.568 5.186 -0.151
75 C 3.627 0.049 5.755
76 H 8.331 -5.437 0.632
77 C -5.365 2.302 -5.138
78 H -7.490 -0.123 -4.106
79 C -4.324 -4.717 -0.189
80 C -3.634 6.990 1.136
81 H 6.477 -2.727 -1.063
82 H -5.341 -5.060 -0.296
83 C -1.719 -3.743 0.108
84 H -3.220 -0.058 -3.993
85 C 2.691 0.081 1.107
86 C -0.337 -3.149 0.287
87 N -1.159 3.745 -3.955
88 N -0.320 -1.767 -0.125
89 N -1.117 4.326 0.730
90 H 5.334 -1.320 5.340
91 H -2.208 -2.443 -1.531
92 C -2.380 6.315 1.249
93 H -5.378 3.282 -5.591
94 Br -3.872 8.673 1.942
95 C -0.129 2.082 2.796
96 C -2.271 5.018 0.699
97 N 5.352 -3.182 0.639
98 C 4.514 -2.093 0.790
99 O -0.156 2.866 3.712
100 H 1.232 0.651 4.589
101 C -3.861 -3.677 -0.994
102 H -1.534 -5.217 1.654
103 N 7.649 -4.672 0.608
104 C 5.405 -4.271 1.590
105 C -0.600 3.756 -2.778


[4]
Density functional theory data (ωB97M-V/def2-TZVPD) for C46H38BrFN9O9RhS as an isolated structure.

molar mass	1094.7	g mol⁻¹
electronic energy	-6128.3687	a.u.
orbital gap	5.74	eV
HOMO energy	-6.8913	eV

CARTESIAN COORDINATES (ANGSTROEM)
1 H -4.533 2.693 2.701
2 H 4.353 2.506 2.771
3 C 1.925 0.201 -2.295
4 O -1.957 2.919 -1.364
5 N 3.977 -1.155 -2.683
6 H 3.539 -4.064 5.664
7 H 2.683 -0.506 -4.190
8 H -3.891 3.570 -2.880
9 H -2.053 -6.470 1.376
10 C -1.964 1.877 -2.011
11 Br -5.353 4.333 -5.380
12 C 0.820 -3.040 7.242
13 C -1.588 -3.642 -1.539
14 N -0.193 4.140 0.909
15 C 3.181 5.020 -0.260
16 H -2.069 -3.942 -2.458
17 H 2.852 4.119 3.811
18 C -0.793 -4.189 0.648
19 H 6.756 -1.473 -1.073
20 S 2.003 2.585 -0.428
21 C -2.163 1.152 -4.463
22 O 5.490 0.412 -1.988
23 C -0.341 -2.859 0.812
24 H 2.029 -1.011 4.141
25 C 0.708 -2.335 4.934
26 O -1.573 0.730 -1.708
27 C 5.131 -0.741 -2.045
28 H -1.223 -2.499 4.024
29 C -1.646 -5.825 2.158
30 N -1.596 0.795 1.072
31 H -2.683 -0.916 1.304
32 N -2.638 1.266 -5.689
33 C -1.416 -4.572 -0.522
34 C 0.934 6.254 0.826
35 H 1.406 -3.169 8.138
36 H 4.039 4.515 -0.677
37 C 3.103 -0.156 -3.246
38 O 1.679 -0.633 -1.386
39 H -1.254 -6.441 2.965
40 C 1.142 2.842 3.726
41 C -0.355 2.794 0.731
42 C -3.705 2.169 2.247
43 O 3.599 0.012 1.951
44 N 5.878 -1.760 -1.496
45 H -3.891 2.246 -6.974
46 N 0.587 2.036 0.118
47 H -0.992 4.646 1.264
48 H 3.683 0.750 -3.430
49 H -1.415 0.391 -4.297
50 C 5.000 0.124 2.034
51 H -2.441 -5.177 2.543
52 C -2.684 0.154 1.466
53 Rh 0.004 -0.003 -0.121
54 C -1.159 -2.340 -1.372
55 C -1.249 -3.189 6.047
56 C 2.045 4.264 0.019
57 C -0.528 -3.352 7.216
58 O 1.349 1.266 -2.489
59 H 3.507 -2.876 4.338
60 C 1.448 -2.544 6.110
61 C -4.032 3.035 -4.967
62 H -2.538 3.915 2.010
63 C -0.640 -2.677 4.916
64 C -3.546 2.186 -5.951
65 C 3.191 6.373 -0.010
66 H 0.062 6.730 1.252
67 C 5.589 -3.124 -1.425
68 C -2.579 1.969 -3.419
69 H 0.365 -3.488 2.583
70 H -1.328 -1.616 -2.158
71 F 3.850 -4.681 -2.014
72 H -2.297 -3.443 6.010
73 O 6.361 -3.897 -0.910
74 H -1.768 -5.586 -0.648
75 H 5.312 0.392 3.048
76 C 3.660 -3.006 5.413
77 H 5.395 0.856 1.325
78 C 2.840 1.019 2.463
79 H 2.604 -2.671 -3.066
80 C 3.317 2.245 2.900
81 C -2.583 2.846 1.861
82 C 0.833 -1.532 2.583
83 C 4.300 -3.411 -2.034
84 H -0.385 1.360 3.437
85 C -1.513 2.155 1.236
86 C 1.463 0.735 2.592
87 O -0.552 -5.055 1.706
88 C -3.544 2.930 -3.677
89 H 4.665 -2.685 5.679
90 N 0.931 -0.400 1.971
91 N 1.351 -1.711 3.857
92 O 2.783 -2.198 6.179
93 C 2.057 6.991 0.526
94 C -3.772 0.783 2.036
95 H -4.653 0.225 2.300
96 H 2.064 8.055 0.707
97 H 4.068 6.959 -0.236
98 H 0.495 3.530 4.248
99 N 0.282 -2.632 2.042
100 C 2.466 3.162 3.499
101 H -1.012 -3.724 8.104
102 C -0.544 -1.908 -0.195
103 C 3.562 -2.447 -2.622
104 C 0.904 4.878 0.582
105 C 0.647 1.629 3.278
106 H 5.390 -0.864 1.790


[5]
Density functional theory data (ωB97M-V/def2-TZVPD) for C46H39MnN5O7Te as an isolated structure.

molar mass	956.4	g mol⁻¹
electronic energy	-3995.6876	a.u.
relative energy (zero: lowest compared OMol25 entry of this formula, charge and spin)	1.086	eV
⟨S²⟩	6.40
2S+1	5
total charge	-1
orbital gap (alpha / beta)	6.84 / 7.09	eV
HOMO energy (alpha / beta)	-4.8978 / -4.9426	eV

CARTESIAN COORDINATES (ANGSTROEM)
1 H -1.995 -6.392 3.199
2 C 0.647 -0.385 1.309
3 C -5.971 0.892 3.594
4 H 3.408 6.388 -1.488
5 N -7.320 -1.167 3.812
6 C -4.590 -2.233 4.808
7 H 5.967 2.570 -4.124
8 H 3.311 0.720 1.165
9 Te 1.901 2.324 -0.854
10 H -2.579 -6.914 4.882
11 O -1.967 -4.909 4.698
12 C -3.218 -4.299 4.632
13 O -1.223 -1.502 -0.764
14 O -0.319 0.366 1.341
15 H 6.405 2.318 1.629
16 N 3.455 -4.137 0.280
17 H -6.465 -4.748 3.516
18 O 4.334 -3.601 0.946
19 H -2.469 -2.489 5.386
20 C -1.773 1.887 -3.730
21 C 3.128 0.242 -2.950
22 C -4.867 1.583 2.984
23 H -6.527 1.345 4.418
24 N -3.767 -0.837 0.520
25 C 0.814 -1.529 0.538
26 C -4.471 -0.347 1.511
27 H -6.982 -2.543 1.479
28 H -4.256 -5.868 3.672
29 C 2.059 -2.175 0.685
30 H -4.596 2.542 3.318
31 N -0.845 1.190 -1.503
32 H -0.865 -6.699 4.557
33 H 4.018 -1.270 -4.148
34 C 5.790 3.020 1.043
35 H 2.912 -1.821 1.167
36 C 4.270 2.355 -2.807
37 H 1.371 -5.024 -0.978
38 C -1.870 -6.301 4.352
39 C -0.653 1.849 -4.516
40 H -3.414 -2.265 -0.800
41 C 0.078 -3.334 -0.972
42 H -1.681 3.715 -7.151
43 C -4.080 1.033 1.983
44 C 4.327 1.039 0.844
45 H 8.102 4.458 1.778
46 H 2.026 5.598 -0.617
47 C -5.628 -0.949 2.062
48 C 3.251 1.526 -2.400
49 C -0.619 2.415 -5.784
50 C -4.127 -2.022 -0.034
51 C 4.558 2.529 0.652
52 H 5.394 6.192 -0.135
53 C 3.677 3.287 -0.087
54 C 2.228 -3.331 -0.011
55 C 5.188 5.162 0.100
56 O 3.528 -5.285 -0.083
57 H -4.685 -1.202 5.154
58 O -3.029 1.554 1.360
59 C -5.294 -2.633 0.315
60 C -3.387 -2.966 4.980
61 H -3.628 4.044 -5.647
62 C 3.997 4.620 -0.415
63 C -4.310 -4.907 4.046
64 C 5.091 0.599 -4.214
65 H -0.779 -3.917 -1.313
66 H 0.188 2.264 -6.486
67 C 7.525 4.975 0.997
68 C 1.217 -3.974 -0.700
69 C -5.543 -4.221 3.949
70 C -5.700 -2.889 4.240
71 H 7.340 6.013 1.337
72 C -1.852 1.338 -2.328
73 N -7.061 -2.341 4.070
74 C -6.033 -2.102 1.319
75 Mn -2.024 0.448 -0.167
76 H 8.148 4.962 0.120
77 H 1.550 -0.158 1.952
78 H -3.830 2.824 -3.636
79 H 5.866 0.399 -4.918
80 H 5.051 0.724 1.637
81 C 1.907 -0.645 -2.662
82 C 2.968 5.457 -1.175
83 H 4.546 0.537 -0.086
84 H 1.953 -1.627 -3.140
85 H 0.997 -0.147 -3.077
86 O -3.046 0.969 -1.950
87 C -1.718 3.166 -6.254
88 H 4.299 3.402 -2.494
89 C 5.140 1.906 -3.754
90 C -2.832 3.332 -5.382
91 H 2.682 4.915 -2.046
92 C 6.140 4.336 0.764
93 C -2.911 2.589 -4.230
94 H 0.196 1.213 -4.243
95 H 1.769 -0.807 -1.606
96 H -5.531 -3.583 -0.098
97 C -6.304 -0.390 3.166
98 C -0.124 -2.006 -0.461
99 C 4.042 -0.241 -3.842


Question: Which value of molar mass does entry 1 give?
Answer: 833.9 g mol⁻¹